Formula: C31H61Br6N4O4
Source: the Open Molecules 2025 dataset
Level of theory: ωB97M-V/def2-TZVPD

Computed properties:
Lowest unoccupied orbital energy (spin up / spin down): 1.743 / 1.147 eV
Orbital gap (spin up / spin down): 3.529 / 7.337 eV
E_HOMO (spin up / spin down): -1.79 / -6.19 eV
Energy: -17181.4863 Eh

Geometry as ORCA input:
```
! RIJCOSX wB97M-V def2-TZVPD def2/J DEFGRID3
* xyz -1 5
C 20.62719 13.13059 27.97080
Br 22.38947 12.74618 27.16081
Br 20.23176 15.11399 27.88939
Br 20.54790 12.36041 29.81222
H 19.87887 12.69690 27.30745
C 18.27242 13.42353 23.41157
Br 18.46409 14.08867 25.25401
Br 16.55484 12.54749 22.97444
Br 19.79822 12.22263 23.00298
H 18.28482 14.24561 22.69594
C 18.01946 14.31258 32.00283
C 17.01618 15.49089 31.74219
C 17.05977 15.84013 30.13399
C 16.35352 14.85435 29.27836
C 14.90834 14.77586 29.69505
C 14.64164 14.46604 31.24890
N 15.55210 15.31184 32.14601
O 15.46251 15.11078 33.58552
C 13.15363 14.72054 31.47246
C 14.88485 12.97360 31.45476
C 17.39308 16.76850 32.35309
H 18.47275 14.17890 32.98505
H 18.87330 14.37753 31.32842
H 17.49090 13.39891 31.73096
H 16.54355 16.78768 29.97985
H 17.97371 16.06791 29.58542
H 16.81454 13.86900 29.34652
H 16.51230 15.07198 28.22217
H 14.48720 14.04148 29.00845
H 14.43463 15.73931 29.50673
H 12.71080 14.47289 32.43717
H 12.87936 15.74797 31.23315
H 12.53580 14.09669 30.82655
H 14.03055 12.39266 31.10722
H 15.77925 12.55331 30.99487
H 14.96272 12.71949 32.51186
H 18.35949 17.20199 32.09569
H 17.46927 16.55030 33.41831
H 16.67179 17.49733 31.98344
C 22.13174 8.78393 29.40377
C 23.43500 8.40413 30.12043
C 23.99286 6.96652 29.55823
C 25.42744 6.54340 29.90820
C 26.34743 7.73575 29.59466
C 25.94533 9.18560 30.19505
N 24.50594 9.44239 29.85018
O 24.11181 10.84238 29.89911
C 26.16000 9.26220 31.70002
C 26.99260 10.07244 29.47541
C 23.03406 8.15085 31.55880
H 21.33549 8.03960 29.39578
H 22.20797 8.85987 28.31909
H 21.75385 9.77389 29.65928
H 23.23330 6.25939 29.89162
H 23.77831 7.01024 28.49045
H 25.71632 5.72626 29.24720
H 25.50045 6.25982 30.95813
H 26.58255 7.85636 28.53718
H 27.25001 7.50412 30.16017
H 25.89697 8.22599 31.91259
H 27.19274 9.48264 31.97014
H 25.48269 9.96036 32.19188
H 27.96630 9.58739 29.54409
H 27.01868 10.17859 28.39091
H 26.98307 11.10032 29.83801
H 23.89198 7.83694 32.15339
H 22.23558 7.43685 31.76058
H 22.65218 9.09285 31.95240
C 17.10456 9.67728 24.58714
C 16.98326 8.58312 25.61952
C 18.40567 8.41164 26.22442
C 18.73282 9.35964 27.41180
C 17.65875 9.52419 28.38458
C 16.28610 9.71657 27.74696
N 16.01297 8.71939 26.75881
O 14.61891 8.89293 26.29292
C 15.37461 9.53838 29.04750
C 16.18578 11.20808 27.35866
C 16.60744 7.35122 24.80826
H 17.43605 10.62595 25.00932
H 16.13330 9.80256 24.10854
H 17.85741 9.38911 23.85347
H 18.67816 7.35883 26.29808
H 19.11368 8.68634 25.44253
H 19.13808 10.26751 26.96499
H 19.62987 8.86636 27.78606
H 17.93928 10.39369 28.97903
H 17.73434 8.69636 29.08962
H 15.03240 8.51064 29.16894
H 15.81309 9.91123 29.97314
H 14.45047 10.10818 28.95067
H 15.37911 11.45710 26.66919
H 15.97414 11.88236 28.18852
H 17.11766 11.53337 26.89617
H 16.16912 6.69466 25.55986
H 17.45201 6.77758 24.42650
H 15.79311 7.42689 24.08767
O 25.63071 15.38662 29.22308
C 24.74412 14.71748 29.52387
N 24.87951 13.54496 29.96266
C 23.39161 15.28883 29.59376
H 24.08414 12.92403 30.00664
H 25.76368 13.05920 30.01131
H 23.34448 15.81711 30.54602
H 22.65658 14.48922 29.50178
H 23.43058 16.08211 28.84724
*
```

***

Formula: C31H61Cl16FNO2
Source: the Open Molecules 2025 dataset
Level of theory: ωB97M-V/def2-TZVPD

Computed properties:
Lowest unoccupied orbital energy (spin up / spin down): 0.480 / 0.480 eV
Orbital gap (spin up / spin down): 8.162 / 9.375 eV
E_HOMO (spin up / spin down): -7.68 / -8.89 eV
Energy: -8885.9207 Eh
Energy above the lowest of the compared OMol25 structures with the same formula, charge and spin: 8.87 kcal per mole

Geometry as ORCA input:
```
! RIJCOSX wB97M-V def2-TZVPD def2/J DEFGRID3
* xyz 0 2
C -1.28024 -0.03534 -4.79866
C -2.00364 -1.06353 -3.92395
C -1.52651 -0.98108 -2.47836
C -2.10657 -2.11394 -1.61180
O -1.09880 -2.97534 -1.09232
C -0.85555 -2.94234 0.30307
C -1.81903 -3.86546 1.07462
C -3.29364 -3.54653 1.03495
F -3.58984 -2.27801 1.52194
C -0.78219 -1.55012 0.94466
C 0.54195 -0.77037 0.71727
C 1.31262 -0.68313 2.03542
C 0.20161 0.66972 0.30379
N 1.35557 -1.37813 -0.36388
O 2.35094 -0.66444 -0.73630
C 1.66012 -2.82911 -0.24703
C 2.98695 -3.09145 0.48183
C 1.86174 -3.36751 -1.67462
C 0.53318 -3.57653 0.47484
H -1.17496 0.91349 -4.26853
H -0.28137 -0.37536 -5.07246
H -1.83007 0.17910 -5.71529
H -3.07343 -0.85003 -3.97275
H -1.81059 -2.05333 -4.33782
H -1.83355 -0.00651 -2.09402
H -0.43657 -1.04089 -2.45161
H -2.71709 -2.71640 -2.28987
H -2.78575 -1.73149 -0.84989
H -1.49542 -3.84845 2.11835
H -1.68716 -4.88557 0.71243
H -3.83558 -4.26768 1.65208
H -3.67186 -3.68276 0.02193
H -0.82170 -1.73858 2.01794
H -1.64567 -0.92826 0.72269
H 2.23431 -0.11904 1.91805
H 1.48977 -1.65034 2.49794
H 0.69300 -0.11927 2.73588
H -0.54628 1.05638 0.99410
H 1.08398 1.30237 0.39788
H -0.12089 0.72785 -0.73372
H 2.93004 -2.92654 1.55478
H 3.20864 -4.15209 0.34014
H 3.80088 -2.53501 0.02716
H 1.05285 -3.05908 -2.33352
H 1.89976 -4.45415 -1.67673
H 2.78782 -2.95414 -2.06947
H 0.75357 -3.63678 1.54215
H 0.50055 -4.59834 0.09709
Cl 1.60127 3.37087 -1.75932
C 1.53371 5.12142 -1.43803
C 1.64674 5.42555 0.03293
Cl 0.21325 4.88651 0.94884
H 0.60397 5.50028 -1.85233
H 2.36390 5.58007 -1.97275
H 1.72615 6.50239 0.17861
H 2.51359 4.94770 0.47671
Cl 1.58552 -0.07508 5.89525
C 2.79803 -1.34242 6.20674
C 4.14499 -0.98516 5.63289
Cl 4.14831 -1.01923 3.85125
H 2.42573 -2.27722 5.79533
H 2.87458 -1.44339 7.28830
H 4.88692 -1.70991 5.96450
H 4.45765 0.00608 5.95158
Cl 3.30365 -4.81821 -4.43504
C 2.76364 -4.45901 -6.09382
C 1.87819 -3.24135 -6.14392
Cl 0.30635 -3.53510 -5.36018
H 2.24877 -5.33669 -6.47572
H 3.65775 -4.28961 -6.69163
H 1.67461 -2.97980 -7.18109
H 2.34434 -2.39151 -5.65143
Cl 3.72929 6.28368 -6.39467
C 3.48392 4.59817 -5.86583
C 2.04973 4.15935 -6.00632
Cl 0.97855 4.99569 -4.85738
H 3.81922 4.52050 -4.83488
H 4.12006 3.97279 -6.48964
H 1.97477 3.09446 -5.79084
H 1.67234 4.34236 -7.00891
Cl 3.69948 5.75531 2.38014
C 4.46870 4.99236 3.79403
C 4.65572 3.51178 3.60249
Cl 3.11637 2.61804 3.57083
H 3.85011 5.20907 4.66106
H 5.43930 5.46724 3.92755
H 5.23730 3.11738 4.43450
H 5.18086 3.29283 2.67614
Cl -8.62695 -1.06244 -1.61426
C -7.85006 -1.95723 -0.28180
C -6.36786 -2.11927 -0.49274
Cl -5.99828 -3.21776 -1.85091
H -8.34649 -2.92025 -0.19496
H -8.02591 -1.38764 0.62912
H -5.91620 -2.55008 0.39902
H -5.88831 -1.16643 -0.69549
Cl -4.15195 0.92882 -1.18256
C -4.03107 2.63798 -0.69430
C -4.54604 3.54808 -1.77949
Cl -3.51334 3.51220 -3.23022
H -2.98897 2.83858 -0.45905
H -4.62788 2.76748 0.20698
H -4.56620 4.57475 -1.41773
H -5.54887 3.26264 -2.08673
Cl 0.20124 0.99504 9.53925
C -1.46093 1.40752 9.04527
C -1.59827 1.53235 7.54969
Cl -0.73782 2.95549 6.91028
H -1.73678 2.33121 9.54696
H -2.10582 0.60747 9.40479
H -2.64902 1.65412 7.29176
H -1.21145 0.65280 7.04082
*
```